No. 1
This record from the Open Molecules 2025 dataset describes an isolated molecule of C7H8 at a distorted geometry. The level of theory is ωB97M-V/def2-TZVPD.

Results
SMILES string ... Cc1ccccc1
LUMO energy ... 0.96 eV
Highest occupied orbital energy ... -8.59 eV
Multiplicity ... 1
Energy relative to the best compared isomer or geometry (same formula, charge and spin) ... 226.8 kJ/mol
Frontier orbital gap ... 9.55 eV

Bonds (Å) are listed after each position.
Cartesian coordinates (Å):
1 C -1.5109 1.3997 0.3882  C2 1.466, H8 1.237, H9 1.186, H10 1.191
2 C -0.4242 0.4660 0.0759  C1 1.466, C3 1.399, C7 1.399
3 C 0.9127 0.8639 0.1777  C2 1.399, C4 1.352, H11 1.068
4 C 1.8618 -0.0968 0.2470  C3 1.352, C5 1.422, H12 1.125
5 C 1.4759 -1.4415 -0.0097  C4 1.422, C6 1.423, H13 1.148
6 C 0.2067 -1.6581 -0.6157  C5 1.423, C7 1.376, H14 1.118
7 C -0.8346 -0.7870 -0.3916  C2 1.399, C6 1.376, H15 1.102
8 H -1.4469 2.4129 1.0951  C1 1.237
9 H -2.4024 0.7315 0.7953  C1 1.186
10 H -1.9926 2.0291 -0.5007  C1 1.191
11 H 1.0507 1.8829 -0.1119  C3 1.068
12 H 2.9039 0.3256 0.2160  C4 1.125
13 H 2.0672 -2.4241 -0.0708  C5 1.148
14 H 0.0216 -2.6551 -1.0871  C6 1.118
15 H -1.8888 -1.0491 -0.2075  C7 1.102

---

No. 2
This record from the Open Molecules 2025 dataset describes an isolated molecule of C7H8BO6P at a distorted geometry. The level of theory is ωB97M-V/def2-TZVPD.

Results
SMILES string ... CB(O)C1=C(P(=O)(O)O)C(=O)C=CC1=O
LUMO energy ... -2.00 eV
Highest occupied orbital energy ... -10.24 eV
Multiplicity ... 1
Frontier orbital gap ... 8.24 eV

Bonds (Å) are listed after each position.
Cartesian coordinates (Å):
1 C -1.9992 1.9715 -0.5374  B2 1.643, H16 1.145, H17 1.154, H18 1.136
2 B -0.6065 1.3556 -1.1555  C1 1.643, O3 1.436, C4 1.651
3 O 0.2238 2.0577 -2.0929  B2 1.436, H19 0.979
4 C -0.2358 -0.1611 -0.6198  B2 1.651, C5 1.427, C14 1.604
5 C 0.5849 -0.3914 0.5244  C4 1.427, P6 1.875, C10 1.610
6 P 1.3773 0.9899 1.5140  C5 1.875, O7 1.527, O8 1.724, O9 1.720
7 O 0.4394 2.1377 1.8813  P6 1.527
8 O 2.6844 1.5726 0.5527  P6 1.724, H20 0.993
9 O 2.0567 0.4303 2.9917  P6 1.720, H21 0.984
10 C 0.7901 -1.9418 0.9050  C5 1.610, O11 1.246, C12 1.607
11 O 1.7187 -2.3677 1.6186  C10 1.246
12 C -0.2288 -3.0414 0.3268  C10 1.607, C13 1.420, H22 1.133
13 C -1.0372 -2.7880 -0.8131  C12 1.420, C14 1.583, H23 1.140
14 C -0.9044 -1.3505 -1.4635  C4 1.604, C13 1.583, O15 1.262
15 O -1.3610 -1.1497 -2.6222  C14 1.262
16 H -2.8489 1.3240 -0.9485  C1 1.145
17 H -1.9190 1.7854 0.5982  C1 1.154
18 H -2.1231 3.0815 -0.7430  C1 1.136
19 H -0.2204 2.1741 -2.9572  O3 0.979
20 H 3.0624 0.7336 0.1802  O8 0.993
21 H 2.5964 1.1871 3.3157  O9 0.984
22 H -0.2866 -4.0658 0.8073  C12 1.133
23 H -1.7633 -3.5434 -1.2629  C13 1.140

---

No. 3
This record from the Open Molecules 2025 dataset describes a cluster of 2 separate species, C7H8BrO2PS in total at a distorted geometry. The level of theory is ωB97M-V/def2-TZVPD.

Results
LUMO energy (spin up / spin down) ... -2.03 / -0.83 eV
Highest occupied orbital energy (spin up / spin down) ... -7.59 / -9.10 eV
Multiplicity ... 1
Energy relative to the best compared isomer or geometry (same formula, charge and spin) ... 124.2 kJ/mol
Frontier orbital gap (spin up / spin down) ... 5.55 / 8.27 eV

Bonds (Å) are listed after each position.
Cartesian coordinates (Å):
1 C 2.3391 0.0071 1.1384  C3 1.394, C5 1.389, H13 1.054
2 C 2.4747 -1.7618 -0.4875  C4 1.386, C5 1.389, H14 1.170
3 C 3.5394 0.4999 0.6292  C1 1.394, C6 1.385, H15 1.020
4 C 3.6922 -1.3155 -0.9774  C2 1.386, C6 1.409, H16 1.047
5 C 1.7985 -1.1284 0.5479  C1 1.389, C2 1.389, S11 1.757
6 C 4.2104 -0.1392 -0.4003  C3 1.385, C4 1.409, Br12 1.853
7 C -3.0438 -0.0049 -1.1563  P10 1.846, H17 1.205, H18 1.073, H19 1.172
8 O -0.6286 0.3030 0.1942  P10 1.560
9 O 0.1218 -3.0074 0.7033  S11 1.471
10 P -1.5351 1.0162 -0.8564  C7 1.846, O8 1.560, H20 1.604
11 S 0.2693 -1.6469 1.2415  C5 1.757, O9 1.471
12 Br 5.7693 0.7299 -0.8988  C6 1.853
13 H 1.9862 0.6795 1.8695  C1 1.054
14 H 1.7812 -2.5663 -0.9788  C2 1.170
15 H 3.9188 1.3791 0.9805  C3 1.020
16 H 4.1915 -1.7130 -1.8073  C4 1.047
17 H -3.9275 0.6878 -1.5940  C7 1.205
18 H -3.3363 -0.4206 -0.2112  C7 1.073
19 H -2.8994 -0.8753 -1.9272  C7 1.172
20 H -0.8878 0.8938 -2.3188  P10 1.604

---

No. 4
This record from the Open Molecules 2025 dataset describes an isolated molecule of C7H8ClN5O at a distorted geometry. The level of theory is ωB97M-V/def2-TZVPD.

Results
LUMO energy ... 0.08 eV
Highest occupied orbital energy ... -8.32 eV
Multiplicity ... 1
Energy relative to the best compared isomer or geometry (same formula, charge and spin) ... 138.6 kJ/mol
Frontier orbital gap ... 8.39 eV

Bonds (Å) are listed after each position.
Cartesian coordinates (Å):
1 C 1.0594 -0.9280 2.7830  N8 1.283, N10 1.360, H15 1.055
2 C 0.5741 -1.0837 0.5873  C3 1.400, C4 1.410, N10 1.415
3 C 1.2995 0.0636 0.9300  C2 1.400, N8 1.393, N11 1.402
4 C 0.0796 -1.7306 -0.5644  C2 1.410, N9 1.245, H16 1.150
5 C -1.0853 1.0928 -0.5115  C7 1.436, N12 1.348, O13 1.200
6 C 1.1813 1.9134 -0.8036  N11 1.370, N12 1.359
7 C -2.1818 0.8552 -1.4075  C5 1.436, H17 1.129, H18 1.101, H19 1.124
8 N 1.6573 0.0882 2.2760  C1 1.283, C3 1.393
9 N 0.2697 -1.7957 -1.7935  C4 1.245, Cl14 1.762
10 N 0.3372 -1.6314 1.8701  C1 1.360, C2 1.415, H20 0.963
11 N 1.7146 1.2168 0.2490  C3 1.402, C6 1.370, H21 1.034
12 N -0.1054 1.7186 -1.1935  C5 1.348, C6 1.359, H22 0.969
13 O -1.1824 0.9403 0.6749  C5 1.200
14 Cl 1.5157 -0.7342 -2.4441  N9 1.762
15 H 1.0763 -1.1640 3.8116  C1 1.055
16 H -0.7118 -2.5222 -0.3000  C4 1.150
17 H -2.9525 1.6265 -1.1141  C7 1.129
18 H -1.8394 0.8606 -2.4538  C7 1.101
19 H -2.6552 -0.1323 -1.1544  C7 1.124
20 H -0.2640 -2.3784 1.9636  N10 0.963
21 H 2.7103 1.4118 0.4467  N11 1.034
22 H -0.4972 2.3128 -1.8518  N12 0.969

---

No. 5
This record from the Open Molecules 2025 dataset describes a cluster of 2 separate species, C7H8F2N2 in total at a distorted geometry. The level of theory is ωB97M-V/def2-TZVPD.

Results
LUMO energy ... 0.79 eV
Highest occupied orbital energy ... -8.64 eV
Multiplicity ... 1
Energy relative to the best compared isomer or geometry (same formula, charge and spin) ... 236.7 kJ/mol
Frontier orbital gap ... 9.43 eV

Bonds (Å) are listed after each position.
Cartesian coordinates (Å):
1 C -3.0057 -0.3915 0.2522  C2 1.377, C3 1.404, H12 1.049
2 C -2.5590 0.6292 1.0612  C1 1.377, C4 1.399, H13 1.081
3 C -2.1366 -0.9870 -0.6760  C1 1.404, C5 1.399, H14 1.050
4 C -1.1734 0.7657 1.2015  C2 1.399, C6 1.391, H15 1.119
5 C -0.7517 -0.8201 -0.5748  C3 1.399, C6 1.336, H16 1.050
6 C -0.3371 0.0375 0.3623  C4 1.391, C5 1.336
7 C 1.9127 0.0629 0.6429  N9 1.391, F10 1.368, F11 1.327
8 N 3.1889 0.4458 -1.4723  N9 1.410, H17 0.997, H18 0.951
9 N 2.6371 -0.3703 -0.4632  C7 1.391, N8 1.410, H19 0.965
10 F 2.3923 1.2579 1.1045  C7 1.368
11 F 2.0342 -0.7989 1.6450  C7 1.327
12 H -4.0101 -0.6331 0.0686  C1 1.049
13 H -3.3182 1.2185 1.5566  C2 1.081
14 H -2.5889 -1.5102 -1.4666  C3 1.050
15 H -0.8119 1.5076 1.9569  C4 1.119
16 H -0.0857 -1.0985 -1.3370  C5 1.050
17 H 2.4882 0.8115 -2.0801  N8 0.997
18 H 3.6860 1.1587 -1.0871  N8 0.951
19 H 2.4389 -1.2857 -0.6947  N9 0.965

---

No. 6
This record from the Open Molecules 2025 dataset describes an isolated molecule of C7H8F3NO at a distorted geometry. The level of theory is ωB97M-V/def2-TZVPD.

Results
LUMO energy ... 0.05 eV
Highest occupied orbital energy ... -9.53 eV
Multiplicity ... 1
Energy relative to the best compared isomer or geometry (same formula, charge and spin) ... 599.0 kJ/mol
Frontier orbital gap ... 9.58 eV

Bonds (Å) are listed after each position.
Cartesian coordinates (Å):
1 C 1.7827 0.5248 0.5550  C4 1.449, N8 1.172
2 C -0.0939 -1.8007 -1.1032  C5 1.527, F10 1.323
3 C 0.0248 1.2816 -0.9479  C4 1.542, C6 1.551, H13 1.118, H14 1.212
4 C 0.9592 1.6683 0.2166  C1 1.449, C3 1.542, F11 1.376, H15 1.063
5 C -0.9290 -0.9668 -0.1337  C2 1.527, C6 1.564, C7 1.479, H16 1.238
6 C -1.2631 0.4747 -0.6405  C3 1.551, C5 1.564, F12 1.306, H17 1.126
7 C -0.8747 -1.0806 1.3396  C5 1.479, H18 1.102, H19 1.146, H20 1.085
8 N 2.6579 -0.1924 0.2511  C1 1.172, O9 1.206
9 O 3.4354 -1.1145 0.2459  N8 1.206
10 F 0.2606 -2.8950 -0.4501  C2 1.323
11 F 1.7554 2.6202 -0.3770  C4 1.376
12 F -2.0392 1.0691 0.2255  C6 1.306
13 H -0.3654 2.1844 -1.4796  C3 1.118
14 H 0.5471 0.6831 -1.8634  C3 1.212
15 H 0.2830 1.8955 1.0045  C4 1.063
16 H -1.8665 -1.5927 -0.6458  C5 1.238
17 H -1.8598 0.4540 -1.5955  C6 1.126
18 H -1.5959 -0.4262 1.8556  C7 1.102
19 H 0.1056 -0.7017 1.7953  C7 1.146
20 H -0.9241 -2.0852 1.7476  C7 1.085

---

No. 7
This record from the Open Molecules 2025 dataset describes an isolated molecule of C7H8FN3 at a distorted geometry. The level of theory is ωB97M-V/def2-TZVPD.

Results
SMILES string ... C[C@H]1Nc2cccnc2N1F
LUMO energy ... 0.76 eV
Highest occupied orbital energy ... -8.05 eV
Multiplicity ... 1
Energy relative to the best compared isomer or geometry (same formula, charge and spin) ... 326.1 kJ/mol
Frontier orbital gap ... 8.82 eV

Bonds (Å) are listed after each position.
Cartesian coordinates (Å):
1 C -0.9087 -2.1170 -1.8575  C2 1.566, H12 1.212, H13 1.064, H14 1.186
2 C -0.1077 -0.8082 -1.5448  C1 1.566, N3 1.530, N10 1.470, H15 1.148
3 N -0.9730 0.2297 -0.8278  C2 1.530, C4 1.381, H16 1.024
4 C -0.3935 0.6551 0.3519  N3 1.381, C5 1.392, C9 1.408
5 C -0.6346 1.7294 1.2039  C4 1.392, C6 1.382, H17 1.032
6 C 0.1587 1.8711 2.3267  C5 1.382, C7 1.397, H18 1.159
7 C 1.2742 1.0350 2.4137  C6 1.397, N8 1.325, H19 1.121
8 N 1.5755 0.1025 1.5217  C7 1.325, C9 1.296
9 C 0.8158 -0.0542 0.4829  C4 1.408, N8 1.296, N10 1.404
10 N 0.9279 -1.0264 -0.5244  C2 1.470, C9 1.404, F11 1.425
11 F 2.1688 -1.0216 -1.2246  N10 1.425
12 H -0.8018 -2.3432 -3.0431  C1 1.212
13 H -1.9466 -1.9648 -1.6804  C1 1.064
14 H -0.6256 -3.0681 -1.2072  C1 1.186
15 H 0.4505 -0.3872 -2.4552  C2 1.148
16 H -1.5475 0.9562 -1.2651  N3 1.024
17 H -1.4901 2.2824 1.0371  C5 1.032
18 H -0.0479 2.6368 3.1715  C6 1.159
19 H 2.1056 1.2925 3.1209  C7 1.121

---

Short version: energy = -7386.39689; -29638.81172; -101646.77930; -29405.63458; -15799.99586; -19071.43852; -14573.25957 eV, in the order given.